1.
Molecular formula: C4H11N3O
Method: DFT, the ωB97M-V functional and the def2-TZVPD basis

Structure (XYZ):
```
19
C4H11N3O the ωB97M-V functional and the def2-TZVPD basis
C -1.5295 0.5093 1.6912
N 0.7302 0.4451 0.4508
C -0.9198 0.6842 0.3102
N 1.4967 1.4669 -0.1458
O -1.2261 1.6248 -0.4314
H 1.0596 0.2784 1.3987
H 0.8096 2.0482 -0.6402
H 2.0622 0.9941 -0.8614
H -1.2507 1.3637 2.3076
H -2.6165 0.4849 1.5978
H -1.1958 -0.4088 2.1832
N -0.9390 -0.8018 -0.5091
C 0.6753 -1.0808 -0.4234
C 1.3988 -1.1755 -1.5821
H -1.1944 -0.5826 -1.4704
H -1.5296 -1.5149 -0.0866
H 0.8304 -1.8502 0.3266
H 1.2303 -0.5048 -2.4153
H 2.1083 -1.9801 -1.7005
```

Calculated values
orbital gap	7.83	eV
energy above the lowest of the compared OMol25 structures with the same formula, charge and spin	4.870	eV
max |F|	1.74	eV/A
HOMO level	-7.3	eV
M	117.2	g mol⁻¹
lowest unoccupied orbital energy	0.56	eV

These are the Mulliken partial charges, in e, on atoms 1 to 8: atom 1 (C): -1.330, atom 2 (N): 0.100, atom 3 (C): 0.732, atom 4 (N): -0.837, atom 5 (O): -0.768, atom 6 (H): 0.355, atom 7 (H): 0.301, atom 8 (H): 0.331

2.
Molecular formula: C4H11N3O2
Method: DFT, the ωB97M-V functional and the def2-TZVPD basis

Structure (XYZ):
```
20
C4H11N3O2 the ωB97M-V functional and the def2-TZVPD basis
H -1.0307 2.4441 -2.1621
N -0.6965 2.2248 -1.1283
C -1.5677 1.4744 -0.4481
N -2.5185 0.6041 -0.9961
N -1.1597 1.1648 0.8719
C -1.9577 0.4622 1.8778
H -3.0460 -0.1906 -0.7150
H -2.5159 0.8525 -2.1294
H -0.6689 1.9499 1.2817
H -1.7054 -0.5832 1.9834
H -2.9940 0.5076 1.3971
H -2.1821 1.0484 2.8821
C 3.4794 -2.1794 -0.5637
C 2.3904 -0.9616 -0.3304
O 2.5586 0.1841 -0.6605
O 1.3600 -1.2935 0.2907
H 3.1231 -3.0725 -1.0192
H 3.9734 -2.4472 0.3489
H 4.3706 -1.8022 -1.0781
H 0.7874 -0.3864 0.2975
```

Calculated values
orbital gap	9.22	eV
energy above the lowest of the compared OMol25 structures with the same formula, charge and spin	2.994	eV
max |F|	6.34	eV/A
HOMO level	-8.6	eV
M	133.2	g mol⁻¹
lowest unoccupied orbital energy	0.58	eV

These are the Mulliken partial charges, in e, on atoms 1 to 8: atom 1 (H): 0.178, atom 2 (N): -0.654, atom 3 (C): 0.565, atom 4 (N): -0.476, atom 5 (N): -0.218, atom 6 (C): -0.817, atom 7 (H): 0.191, atom 8 (H): 0.213

3.
Molecular formula: C4H11N3O2
Method: DFT, the ωB97M-V functional and the def2-TZVPD basis

Structure (XYZ):
```
20
C4H11N3O2 the ωB97M-V functional and the def2-TZVPD basis
H -2.3760 -2.2823 0.8652
N -2.7592 -1.8517 0.0493
C -2.2851 -1.1039 -0.8521
N -3.2622 -0.7449 -1.7942
N -1.0925 -0.3560 -0.8630
C -1.2416 1.1466 -1.0514
H -3.0582 -0.0023 -2.4412
H -3.9472 -1.4517 -2.0373
H -0.7136 -0.5711 0.0617
H -0.3189 1.4069 -1.5615
H -1.2038 1.6694 -0.0607
H -2.2067 1.4342 -1.4524
C 3.0574 1.6351 0.2175
C 2.4796 0.5720 1.1927
O 1.4052 0.0784 1.0241
O 3.3663 0.1135 2.0875
H 2.7398 1.7125 -0.8142
H 4.1267 1.6180 0.3162
H 2.7103 2.6460 0.5728
H 3.4034 -0.1457 3.0153
```

Calculated values
orbital gap	8.79	eV
energy above the lowest of the compared OMol25 structures with the same formula, charge and spin	2.435	eV
max |F|	2.54	eV/A
HOMO level	-8.3	eV
M	133.2	g mol⁻¹
lowest unoccupied orbital energy	0.46	eV

These are the Mulliken partial charges, in e, on atoms 1 to 8: atom 1 (H): 0.191, atom 2 (N): -0.695, atom 3 (C): 0.509, atom 4 (N): -0.394, atom 5 (N): -0.287, atom 6 (C): -0.694, atom 7 (H): 0.149, atom 8 (H): 0.268

4.
Molecular formula: C4H11N3O2
Method: DFT, the ωB97M-V functional and the def2-TZVPD basis

Structure (XYZ):
```
20
C4H11N3O2 the ωB97M-V functional and the def2-TZVPD basis
C -2.6369 -0.7010 0.8613
N -1.3199 0.0246 0.7780
C -1.1396 1.1930 1.2301
N -1.8674 2.0937 1.9977
N 0.2552 1.5447 0.9685
H -3.2638 -0.3797 1.6913
H -2.3459 -1.7539 1.0419
H -3.1959 -0.6869 -0.0914
H -2.8040 1.8645 2.2170
H -1.4403 2.9046 2.4481
H 0.6730 1.1853 0.0664
H 0.5803 2.4800 1.2194
C 2.8023 -1.9153 -1.7385
C 1.6991 -0.8990 -1.5080
O 1.6268 0.2087 -1.9801
O 0.7158 -1.4361 -0.7863
H 2.4648 -2.7156 -2.4893
H 3.0614 -2.5657 -0.9100
H 3.6129 -1.4726 -2.0391
H 0.0924 -0.7481 -0.3024
```

Calculated values
orbital gap	9.64	eV
energy above the lowest of the compared OMol25 structures with the same formula, charge and spin	1.303	eV
max |F|	5.74	eV/A
HOMO level	-8.9	eV
M	133.2	g mol⁻¹
lowest unoccupied orbital energy	0.72	eV

These are the Mulliken partial charges, in e, on atoms 1 to 8: atom 1 (C): -1.061, atom 2 (N): -0.497, atom 3 (C): 0.607, atom 4 (N): -0.379, atom 5 (N): -0.446, atom 6 (H): 0.363, atom 7 (H): 0.277, atom 8 (H): 0.275

Which of these has the highest max |F|?
number 2

orbital gap of number 4 (C4H11N3O2)?
9.64 eV

Among the records above, which one has the highest lowest unoccupied orbital energy?
number 4

What did the first record say?
Molecular formula: C4H11N3O
Method: DFT, the ωB97M-V functional and the def2-TZVPD basis

Structure (XYZ):
```
19
C4H11N3O the ωB97M-V functional and the def2-TZVPD basis
C -1.5295 0.5093 1.6912
N 0.7302 0.4451 0.4508
C -0.9198 0.6842 0.3102
N 1.4967 1.4669 -0.1458
O -1.2261 1.6248 -0.4314
H 1.0596 0.2784 1.3987
H 0.8096 2.0482 -0.6402
H 2.0622 0.9941 -0.8614
H -1.2507 1.3637 2.3076
H -2.6165 0.4849 1.5978
H -1.1958 -0.4088 2.1832
N -0.9390 -0.8018 -0.5091
C 0.6753 -1.0808 -0.4234
C 1.3988 -1.1755 -1.5821
H -1.1944 -0.5826 -1.4704
H -1.5296 -1.5149 -0.0866
H 0.8304 -1.8502 0.3266
H 1.2303 -0.5048 -2.4153
H 2.1083 -1.9801 -1.7005
```

Calculated values
orbital gap	7.83	eV
energy above the lowest of the compared OMol25 structures with the same formula, charge and spin	4.870	eV
max |F|	1.74	eV/A
HOMO level	-7.3	eV
M	117.2	g mol⁻¹
lowest unoccupied orbital energy	0.56	eV

These are the Mulliken partial charges, in e, on atoms 1 to 8: atom 1 (C): -1.330, atom 2 (N): 0.100, atom 3 (C): 0.732, atom 4 (N): -0.837, atom 5 (O): -0.768, atom 6 (H): 0.355, atom 7 (H): 0.301, atom 8 (H): 0.331